C21H38O4P | ωB97M-V/def2-TZVPD

Output
Energy relative to the best compared isomer or geometry (same formula, charge and spin): 0.00 kJ/mol
HOMO level: -11.72 eV
DFT total energy: -39866.2110 eV
Total charge: +1
LUMO energy: -0.0718 Eh
Spin multiplicity: 1

Element x y z (Å)
C (2.565, 1.027, 3.248)
O (1.269, 1.221, 2.717)
C (0.643, 0.091, 2.144)
C (-0.826, 0.308, 2.352)
C (-1.656, -0.702, 2.786)
C (-3.003, -0.447, 2.977)
C (-3.508, 0.847, 2.823)
C (-4.940, 1.153, 3.193)
C (-2.651, 1.864, 2.382)
C (-1.323, 1.592, 2.119)
H (3.192, 1.858, 2.921)
H (2.566, 1.030, 4.346)
H (2.990, 0.080, 2.887)
H (0.974, -0.769, 2.697)
H (-1.237, -1.684, 2.949)
H (-3.700, -1.243, 3.237)
H (-5.077, 2.247, 3.276)
H (-5.653, 0.774, 2.443)
H (-5.182, 0.680, 4.158)
H (-3.060, 2.862, 2.232)
H (-0.664, 2.374, 1.774)
C (5.435, 3.742, -2.136)
C (5.257, 2.489, -1.281)
C (3.787, 2.333, -0.859)
C (3.456, 1.077, -0.065)
O (2.028, 0.783, -0.026)
P (0.861, -0.189, 0.507)
O (1.119, -1.720, 0.622)
C (0.285, -3.022, 0.815)
C (-1.021, -3.161, 0.061)
C (-1.542, -4.599, -0.037)
C (-0.539, -5.490, -0.751)
O (-0.256, 0.081, -0.532)
C (-0.420, 0.187, -2.010)
C (-1.782, 0.666, -2.481)
C (-1.992, 0.548, -4.005)
C (-3.402, 0.993, -4.438)
H (6.488, 3.925, -2.396)
H (4.871, 3.648, -3.076)
H (5.062, 4.636, -1.608)
H (5.558, 1.610, -1.848)
H (5.910, 2.540, -0.410)
H (3.519, 3.244, -0.301)
H (3.190, 2.363, -1.780)
H (3.897, 0.209, -0.562)
H (3.836, 1.164, 0.964)
H (1.029, -3.717, 0.423)
H (0.145, -3.233, 1.879)
H (-1.776, -2.525, 0.525)
H (-0.903, -2.793, -0.964)
H (-1.751, -4.997, 0.947)
H (-2.479, -4.629, -0.593)
H (-0.853, -6.535, -0.838)
H (-0.344, -5.123, -1.772)
H (0.429, -5.514, -0.223)
H (0.349, 0.854, -2.386)
H (-0.258, -0.827, -2.350)
H (-2.602, 0.098, -1.985)
H (-1.946, 1.737, -2.212)
H (-1.251, 1.156, -4.518)
H (-1.833, -0.483, -4.307)
H (-3.525, 0.883, -5.528)
H (-4.174, 0.381, -3.944)
H (-3.578, 2.049, -4.179)

---

C21H39AuCl3N7O3Si | ωB97M-V/def2-TZVPD

Output
Energy relative to the best compared isomer or geometry (same formula, charge and spin): 10.95 kJ/mol
HOMO level (spin up / spin down): -6.76 / -8.37 eV
DFT total energy: -88118.1469 eV
LUMO energy (spin up / spin down): 0.0079 / -0.0399 Eh
Spin multiplicity: 3

Element x y z (Å)
C (-1.693, -1.810, -2.473)
C (-1.209, -2.833, -1.507)
H (-1.398, -2.032, -3.501)
H (-1.291, -0.821, -2.209)
H (-2.791, -1.746, -2.429)
C (-0.807, -4.085, -1.766)
C (-0.664, -4.662, -3.133)
H (-0.545, -4.752, -0.938)
H (-0.873, -3.925, -3.917)
H (-1.346, -5.513, -3.268)
H (0.353, -5.050, -3.299)
Au (0.017, 0.422, 0.846)
Cl (-3.345, -0.806, 0.448)
Cl (-0.160, 1.502, -1.188)
H (0.426, 4.830, 4.227)
H (-1.662, 5.831, 3.067)
C (0.788, 4.518, 3.238)
C (-1.232, 5.481, 2.119)
N (-0.356, 4.336, 2.348)
H (1.348, 3.582, 3.316)
C (-0.584, 3.166, 1.776)
O (0.205, 2.190, 2.019)
H (-2.034, 5.162, 1.449)
H (-1.443, 3.070, 1.097)
H (1.429, 5.314, 2.837)
H (-0.676, 6.309, 1.658)
H (1.540, -1.385, -2.247)
H (2.064, -3.586, -0.985)
C (2.401, -0.903, -1.779)
C (3.022, -3.079, -0.809)
N (2.834, -1.653, -0.619)
H (2.118, 0.121, -1.515)
C (3.210, -1.006, 0.528)
O (3.098, 0.204, 0.701)
H (3.489, -3.480, 0.096)
H (3.639, -1.679, 1.319)
H (3.201, -0.855, -2.530)
H (3.675, -3.267, -1.668)
O (-0.034, -1.422, -0.119)
C (-1.073, -2.293, -0.110)
C (0.184, -3.729, 1.608)
C (-1.033, -3.316, 1.034)
H (1.118, -3.259, 1.275)
C (0.165, -4.777, 2.539)
H (-2.126, -1.587, 0.070)
C (-2.254, -3.866, 1.450)
H (1.114, -5.174, 2.915)
C (-1.054, -5.325, 2.952)
C (-2.267, -4.846, 2.442)
H (-3.179, -3.543, 0.963)
H (-1.069, -6.133, 3.682)
H (-3.228, -5.251, 2.769)
Si (-0.451, 4.468, -3.968)
Cl (-0.632, 2.458, -4.583)
C (1.389, 4.718, -3.732)
C (-1.602, 4.423, -2.494)
C (-1.014, 5.872, -5.115)
H (1.825, 3.816, -3.288)
H (1.578, 5.569, -3.066)
H (1.883, 4.915, -4.694)
H (-0.378, 6.013, -6.000)
H (-0.973, 6.823, -4.560)
H (-2.048, 5.767, -5.465)
H (-1.349, 3.554, -1.872)
H (-2.634, 4.303, -2.850)
H (-1.528, 5.332, -1.888)
N (1.842, -1.173, 5.568)
N (1.032, -1.288, 4.462)
N (-0.308, -1.529, 4.595)
C (-0.772, -1.099, 3.436)
N (0.211, -0.552, 2.680)
N (1.372, -0.663, 3.348)
H (2.821, -1.283, 5.308)
H (1.545, -1.836, 6.273)
H (-1.818, -1.196, 3.127)

---

C21H39BCl4F3N4O2 | ωB97M-V/def2-TZVPD

Output
Energy relative to the best compared isomer or geometry (same formula, charge and spin): 79.65 kJ/mol
HOMO level: -11.75 eV
DFT total energy: -91378.7676 eV
Total charge: +1
LUMO energy: -0.1087 Eh
Spin multiplicity: 1

Element x y z (Å)
C (9.876, -3.305, -0.082)
C (9.004, -2.048, 0.255)
C (8.550, -1.440, -1.095)
C (7.397, -0.424, -0.970)
C (7.529, 0.546, 0.230)
C (6.703, 1.869, 0.068)
C (5.440, 1.741, -0.809)
C (4.360, 0.837, -0.127)
C (3.308, 1.790, 0.543)
C (2.282, 2.310, -0.499)
C (0.817, 2.366, 0.052)
C (-0.225, 2.067, -1.053)
C (-1.669, 2.431, -0.612)
C (-2.664, 1.260, -0.846)
C (-4.129, 1.697, -0.756)
N (-5.048, 0.530, -0.541)
B (-5.194, 0.127, 0.884)
C (-6.334, 0.700, 1.822)
O (-4.288, -0.749, 1.412)
C (-5.601, 0.043, -1.619)
N (-5.482, 0.472, -2.888)
C (-6.227, -0.260, -3.690)
N (-6.812, -1.169, -2.933)
N (-6.436, -1.039, -1.653)
C (-6.974, -2.008, -0.741)
O (-8.270, -1.552, -0.307)
C (-8.786, -2.326, 0.684)
F (-8.413, -1.903, 1.888)
F (-8.444, -3.614, 0.603)
F (-10.095, -2.267, 0.584)
H (10.571, -3.000, -0.882)
H (10.408, -3.688, 0.794)
H (9.216, -4.053, -0.546)
H (9.635, -1.362, 0.834)
H (8.150, -2.418, 0.842)
H (8.215, -2.275, -1.735)
H (9.435, -1.011, -1.591)
H (7.384, 0.189, -1.887)
H (6.412, -0.911, -0.897)
H (7.176, 0.028, 1.136)
H (8.578, 0.848, 0.370)
H (6.422, 2.229, 1.070)
H (7.352, 2.640, -0.379)
H (5.655, 1.416, -1.836)
H (5.020, 2.756, -0.916)
H (3.833, 0.205, -0.856)
H (4.798, 0.226, 0.674)
H (3.900, 2.643, 0.917)
H (2.845, 1.330, 1.428)
H (2.274, 1.661, -1.392)
H (2.562, 3.326, -0.811)
H (0.692, 3.385, 0.458)
H (0.732, 1.676, 0.904)
H (0.104, 2.633, -1.936)
H (-0.144, 0.990, -1.271)
H (-2.004, 3.375, -1.067)
H (-1.617, 2.567, 0.483)
H (-2.433, 0.508, -0.076)
H (-2.400, 0.810, -1.817)
H (-4.464, 2.338, -1.576)
H (-4.211, 2.308, 0.162)
H (-6.032, 1.647, 2.299)
H (-6.650, -0.034, 2.569)
H (-7.209, 0.925, 1.185)
H (-4.232, -0.576, 2.369)
H (-6.354, -0.129, -4.757)
H (-7.456, -1.867, -3.284)
H (-6.314, -2.281, 0.096)
H (-7.144, -2.938, -1.305)
C (-5.378, -2.563, 4.888)
Cl (-6.698, -2.542, 3.706)
Cl (-4.156, -3.737, 4.384)
Cl (-4.644, -0.948, 4.972)
Cl (-6.009, -3.006, 6.473)

---

C21H39Br2FO8S4Si | ωB97M-V/def2-TZVPD

Output
HOMO level: -8.20 eV
DFT total energy: -232808.3326 eV
SMILES: C=C[Si@@H](F)/C(Br)=C(\C)Br.O=S1(=O)CCCC1.O=S1(=O)CCCC1.O=S1(=O)CCCC1.O=S1(=O)CCCC1
LUMO energy: -0.0056 Eh
Spin multiplicity: 1

Element x y z (Å)
C (3.381, 0.518, 2.284)
C (2.670, -0.327, 3.087)
Si (1.521, -1.592, 2.433)
F (2.023, -3.131, 2.353)
C (0.046, -1.578, 3.592)
Br (-0.040, -3.054, 4.787)
C (-0.869, -0.610, 3.619)
C (-0.833, 0.607, 2.746)
Br (-2.324, -0.663, 4.844)
H (3.187, 1.584, 2.168)
H (4.166, 0.097, 1.652)
H (2.730, -0.235, 4.174)
H (1.076, -1.206, 1.089)
H (-0.006, 1.246, 3.038)
H (-1.751, 1.184, 2.835)
H (-0.720, 0.357, 1.691)
C (0.454, 5.067, -0.306)
C (-0.153, 5.754, 0.925)
C (0.051, 4.818, 2.123)
S (1.531, 3.866, 1.760)
O (1.183, 2.470, 1.604)
O (2.592, 4.243, 2.662)
C (1.823, 4.558, 0.139)
H (0.540, 5.744, -1.144)
H (-0.172, 4.230, -0.608)
H (0.359, 6.701, 1.106)
H (-1.210, 5.971, 0.779)
H (0.208, 5.352, 3.057)
H (-0.773, 4.115, 2.231)
H (2.237, 3.789, -0.509)
H (2.536, 5.374, 0.257)
C (-2.707, 6.507, -4.987)
C (-3.464, 5.175, -5.060)
C (-2.793, 4.212, -4.073)
S (-2.081, 5.240, -2.778)
O (-0.646, 5.116, -2.851)
O (-2.784, 5.048, -1.535)
C (-2.538, 6.813, -3.502)
H (-3.241, 7.307, -5.497)
H (-1.727, 6.403, -5.457)
H (-4.505, 5.330, -4.774)
H (-3.459, 4.763, -6.068)
H (-3.498, 3.521, -3.617)
H (-1.976, 3.659, -4.532)
H (-1.761, 7.542, -3.288)
H (-3.479, 7.120, -3.046)
C (-1.528, -5.187, 1.103)
C (-2.716, -4.810, 2.001)
C (-2.985, -3.316, 1.793)
S (-2.436, -2.929, 0.126)
O (-1.316, -2.023, 0.204)
O (-3.570, -2.625, -0.708)
C (-1.820, -4.566, -0.260)
H (-1.401, -6.266, 1.029)
H (-0.607, -4.766, 1.514)
H (-3.594, -5.389, 1.709)
H (-2.512, -5.026, 3.049)
H (-4.039, -3.065, 1.880)
H (-2.402, -2.705, 2.477)
H (-0.947, -4.471, -0.901)
H (-2.613, -5.099, -0.785)
C (4.395, -5.668, -0.195)
C (2.964, -5.415, 0.299)
C (2.096, -5.150, -0.936)
S (2.870, -6.038, -2.297)
O (3.343, -5.083, -3.268)
O (2.035, -7.142, -2.698)
C (4.271, -6.644, -1.360)
H (5.030, -6.068, 0.594)
H (4.837, -4.731, -0.542)
H (2.599, -6.302, 0.823)
H (2.913, -4.581, 0.993)
H (1.081, -5.519, -0.821)
H (2.078, -4.094, -1.201)
H (5.144, -6.676, -2.008)
H (4.023, -7.648, -1.015)